Here is 2 unconnected molecules or ions with the total composition C7H17N4O4 at a distorted geometry from the Open Molecules 2025 dataset. Energies are from wB97M-V/def2-TZVPD.

Geometry (Å):
1 C -1.54 1.17 0.60
2 C 1.08 -0.11 1.82
3 C 2.26 -0.45 -2.59
4 C -2.83 1.94 0.93
5 C 1.16 -0.16 -1.47
6 C -0.09 -0.67 1.26
7 C 0.92 -1.48 -0.83
8 N 1.98 -1.98 -0.20
9 N -1.30 0.01 1.14
10 N -2.94 3.12 0.12
11 N 0.00 -2.36 -1.12
12 O 2.05 -0.76 2.13
13 O -0.64 1.91 0.05
14 O 1.08 1.23 1.86
15 O -0.45 -1.98 1.65
16 H 3.26 -0.85 -2.41
17 H 2.22 0.42 -3.23
18 H 1.98 -1.32 -3.31
19 H -3.77 1.21 0.86
20 H -2.77 2.23 2.04
21 H 1.51 0.62 -0.76
22 H 0.23 0.21 -2.05
23 H 1.81 -2.72 0.41
24 H 2.89 -1.51 -0.08
25 H -2.01 -0.76 1.23
26 H -3.22 2.79 -0.80
27 H -0.83 2.80 0.26
28 H -3.52 3.88 0.35
29 H 0.38 -3.29 -0.98
30 H 1.97 1.45 2.31
31 H -0.84 -2.08 -1.60
32 H -0.07 -2.50 2.41

Properties
**Total charge**: +1
**HOMO-LUMO gap (spin up / spin down)**: 7.55 / 7.55 eV
**Highest occupied orbital energy (spin up / spin down)**: -10.44 / -10.44 eV
**Multiplicity**: 1
**Energy relative to the best compared isomer or geometry (same formula, charge and spin)**: 62.3 kcal per mole

In elementary charge units, the Löwdin charges are: -0.320 -0.571 -0.080 -0.176 -0.132 -0.328 -0.466 0.182 0.194 0.018 0.212 0.067 0.148 0.090 -0.021 0.074 0.068 0.108 0.156 0.159 0.114 0.148 0.103 0.152 0.203 0.095 0.102 0.082 0.143 0.180 0.143 0.153